[1]
{"formula": "C17H28BCl8NO2", "method": "the ωB97M-V functional and the def2-TZVPD basis", "homo_energy_ev": -8.89, "smiles": "CN(C)C(=O)CB(O)CCCc1ccccc1.ClCCl.ClCCl.ClCCl.ClCCl", "fmax_ev_per_a": 0.8, "total_charge": 0, "total_energy_ev": -124525.249, "lumo_energy_ev": 0.33, "homo_lumo_gap_ev": 9.225, "species": ["C", "N", "C", "C", "O", "C", "B", "O", "C", "C", "C", "C", "C", "C", "C", "C", "C", "H", "H", "H", "H", "H", "H", "H", "H", "H", "H", "H", "H", "H", "H", "H", "H", "H", "H", "H", "H", "Cl", "C", "Cl", "H", "H", "Cl", "C", "Cl", "H", "H", "Cl", "C", "Cl", "H", "H", "Cl", "C", "Cl", "H", "H"], "positions_angstrom": [[1.2261, -0.9541, 0.9283], [0.3737, -0.2193, -0.0080], [-0.5646, 0.7063, 0.6517], [-0.2849, -1.1255, -0.8918], [-1.3020, -1.6961, -0.5725], [0.3171, -1.3484, -2.2701], [1.5212, -0.4387, -2.8019], [1.4976, -0.1259, -4.1439], [2.7478, 0.0470, -1.9534], [3.8091, 0.9010, -2.6696], [3.7468, 2.3626, -2.2055], [2.4120, 3.0262, -2.4506], [1.8037, 3.0054, -3.7066], [0.5600, 3.5864, -3.9185], [-0.1061, 4.2075, -2.8682], [0.4979, 4.2570, -1.6176], [1.7436, 3.6742, -1.4128], [0.7199, -1.8390, 1.3307], [1.5381, -0.2905, 1.7312], [2.1305, -1.2867, 0.4136], [-0.5085, 0.6064, 1.7353], [-0.2814, 1.7329, 0.4043], [-1.5874, 0.5480, 0.3173], [0.5672, -2.4132, -2.3358], [-0.5328, -1.2131, -2.9477], [1.0390, -0.7964, -4.6600], [3.2175, -0.8809, -1.5964], [2.4374, 0.5649, -1.0465], [4.8046, 0.5408, -2.3936], [3.7508, 0.8205, -3.7551], [3.8934, 2.3476, -1.1210], [4.5680, 2.9415, -2.6331], [2.3029, 2.5059, -4.5270], [0.1201, 3.5290, -4.9057], [-1.0844, 4.6441, -3.0228], [-0.0110, 4.7530, -0.8000], [2.1865, 3.7238, -0.4246], [-1.3382, 0.8911, 4.1553], [-3.0574, 0.4892, 4.1227], [-3.4508, -0.8380, 5.2227], [-3.6232, 1.3637, 4.4185], [-3.3150, 0.1833, 3.1154], [5.0258, -0.5037, 1.1006], [4.6503, 0.2959, 2.6307], [3.9164, 1.8858, 2.3858], [3.9475, -0.3228, 3.1756], [5.5698, 0.4201, 3.1890], [-4.7074, -5.0721, 3.2058], [-3.2437, -4.3026, 3.8414], [-2.6981, -5.0514, 5.3444], [-2.4599, -4.4011, 3.1005], [-3.4651, -3.2619, 4.0415], [-9.2285, -3.5442, 2.8246], [-8.0652, -4.3887, 1.7950], [-8.7411, -5.8627, 1.0905], [-7.7770, -3.7254, 0.9891], [-7.2084, -4.6588, 2.3989]], "atomic_forces_ev_per_a": [[0.270, -0.156, -0.476], [-0.442, 0.290, 0.118], [0.344, 0.125, 0.072], [0.004, -0.396, 0.002], [-0.025, 0.245, -0.116], [0.215, 0.219, 0.101], [-0.224, 0.154, 0.059], [0.554, -0.541, 0.089], [0.220, 0.129, -0.362], [0.326, 0.087, 0.288], [-0.273, -0.206, 0.203], [-0.087, 0.185, -0.090], [0.046, 0.009, 0.090], [0.148, -0.099, 0.133], [0.129, -0.062, -0.022], [-0.063, 0.004, -0.116], [-0.189, 0.002, -0.089], [-0.049, 0.093, 0.236], [-0.041, 0.033, 0.029], [-0.009, -0.049, 0.055], [-0.198, -0.086, -0.136], [0.004, -0.008, -0.022], [-0.034, -0.104, 0.082], [0.040, -0.029, -0.026], [-0.029, -0.150, -0.018], [-0.421, 0.316, -0.060], [-0.045, -0.040, 0.012], [-0.170, -0.107, 0.061], [0.002, -0.035, -0.080], [-0.142, 0.014, -0.019], [0.175, 0.108, -0.016], [-0.047, 0.039, -0.112], [-0.007, -0.013, -0.016], [-0.082, 0.065, 0.017], [0.015, 0.031, 0.006], [0.034, -0.023, 0.031], [0.085, -0.069, -0.012], [-0.010, 0.062, 0.219], [-0.029, -0.029, -0.140], [-0.029, 0.030, 0.063], [0.020, -0.003, 0.063], [0.021, -0.016, -0.004], [0.044, -0.015, -0.029], [-0.039, -0.036, 0.023], [-0.024, 0.010, -0.001], [-0.020, -0.003, -0.018], [0.019, 0.042, -0.031], [0.057, -0.043, -0.005], [0.025, 0.064, -0.011], [0.010, 0.007, 0.006], [-0.010, -0.044, -0.010], [-0.019, -0.028, -0.011], [0.007, 0.017, 0.004], [0.031, -0.001, -0.005], [0.010, -0.004, -0.009], [-0.031, 0.002, -0.016], [-0.067, 0.010, 0.012]]}

=====

[2]
{"formula": "C4H9NO", "method": "the ωB97M-V functional and the def2-TZVPD basis", "e_above_lowest_kcal_mol": 94.9, "homo_energy_ev": -9.36, "smiles": "CC[C@@]1(C)NO1", "fmax_ev_per_a": 3.3, "total_charge": 0, "total_energy_ev": -7828.206, "lumo_energy_ev": 1.03, "homo_lumo_gap_ev": 10.388, "species": ["C", "C", "C", "C", "N", "O", "H", "H", "H", "H", "H", "H", "H", "H", "H"], "positions_angstrom": [[-0.4433, 1.0073, -1.3592], [-0.0694, -0.3849, -0.9975], [0.0255, -0.6598, 0.4781], [1.0857, 0.1629, 1.1621], [-1.1912, -1.0179, 1.1909], [-0.1757, -1.9676, 0.9179], [0.3166, 1.8506, -1.6167], [-1.3010, 1.3070, -0.7608], [-1.0928, 1.0305, -2.2483], [0.8497, -0.5322, -1.5398], [-0.7803, -1.1129, -1.2637], [2.0117, 0.1593, 0.4794], [1.3768, -0.2766, 2.2107], [0.6229, 1.2579, 1.1412], [-1.2352, -0.8235, 2.2058]], "atomic_forces_ev_per_a": [[-1.811, 2.320, -1.537], [0.689, 0.032, 0.493], [0.603, 0.624, 1.352], [0.539, 0.933, 0.444], [-1.327, 1.077, -0.573], [1.176, -1.234, -0.256], [-1.021, -1.739, 1.228], [0.546, 0.823, 1.115], [0.741, -0.557, -0.619], [0.633, -0.948, 0.261], [-1.077, -0.679, -1.176], [-1.229, 0.128, 1.199], [-0.726, 1.221, -1.928], [1.392, -2.113, 0.567], [0.871, 0.113, -0.571]]}